An isolated molecule of C7H7ClS, computed with wB97M-V/def2-TZVPD.

As for the multiplicity: 1. The HOMO energy is -9.3 eV. The LUMO energy comes out at 0.7 eV. The SMILES is S[C@@H](Cl)c1ccccc1. For the energy relative to the best compared isomer or geometry (same formula, charge and spin), the calculation gives 0.0 kJ/mol.

The geometry in XYZ format:
```
16
Properties=species:S:1:pos:R:3:forces:R:3
Cl -0.8522 -1.1915 2.6485 0.092 -0.385 0.687
S 2.0301 -0.6333 1.8474 0.117 0.093 0.134
C -0.0210 0.2491 -2.0797 -0.405 1.395 0.873
C 0.4237 -1.3471 1.3778 -0.011 -1.621 0.624
C 0.4152 -0.6712 -1.1448 -0.859 -1.171 0.084
C 0.0025 -0.5139 0.1997 0.610 0.904 -2.121
C -0.6549 0.7115 0.5029 1.464 -3.000 1.629
C -1.0515 1.6442 -0.3589 1.020 -1.758 -2.813
C -0.7243 1.3631 -1.7157 -1.384 3.330 0.032
H 0.8698 -1.5111 -1.6929 0.235 -0.105 1.402
H 0.4629 -2.4890 1.3238 0.203 1.812 -0.738
H -1.6262 2.4039 0.0311 -0.968 2.046 0.138
H 2.2660 -1.1757 3.0606 -0.316 -0.210 -0.218
H 0.2163 0.2020 -3.0980 0.489 -0.605 -1.283
H -1.0042 2.1974 -2.4558 0.431 -1.703 0.828
H -0.7522 0.7617 1.5540 -0.718 0.977 0.743
```
Forces are in eV/Å.



The ion C7H7F3NO4 with charge -1, computed with wB97M-V/def2-TZVPD.

As for the expectation value of S²: 2.01. As for the multiplicity: 3. As for the charge: -1. The HOMO energy (spin up / spin down) is -0.4 / -5.7 eV. The LUMO energy (spin up / spin down) comes out at 3.6 / -0.1 eV.

The geometry in XYZ format:
```
22
Properties=species:S:1:pos:R:3:forces:R:3
F -0.9336 1.4833 2.9025 0.509 0.636 0.026
F -2.1553 0.0168 0.7846 1.414 0.543 -0.432
F -0.8178 -0.6169 2.7524 0.949 -0.605 -0.056
O -1.8063 2.8225 0.2065 -1.288 0.000 0.745
O 0.0146 2.0859 -0.8135 -0.038 2.462 -1.228
O 2.0726 0.9992 0.3259 3.159 1.562 5.200
O 1.1453 -2.1494 -1.0413 -0.762 0.818 1.018
N 0.2156 -0.2258 -0.1504 1.247 2.376 0.428
C -0.8510 0.5667 0.7405 -0.288 -0.918 -0.599
C -1.0569 -2.3558 0.1240 4.251 0.953 -0.481
C -0.3231 0.5159 2.1539 -0.833 0.616 0.380
C 1.6425 0.6819 -2.0185 0.133 1.212 -2.018
C 1.3322 0.6579 -0.5552 -2.926 -4.207 -6.208
C -0.9240 2.0404 -0.0435 0.068 -0.703 0.660
C 0.2714 -1.5776 -0.3754 -1.460 -1.559 0.455
H 0.7845 0.6038 2.1868 -0.773 -0.181 0.209
H 1.9523 1.6514 -2.6359 -0.523 -1.058 2.100
H -1.2607 -2.2389 1.1613 -0.507 0.407 0.444
H -1.7079 -2.0374 -0.6019 -2.448 0.527 -1.068
H 0.7623 0.4146 -2.5824 -0.764 -0.130 0.127
H 2.3387 -0.0323 -2.4161 0.920 -0.731 0.482
H -0.6956 -3.3061 -0.1039 -0.040 -2.020 -0.185
```
Forces are in eV/Å.



An isolated molecule of C7H7I2NO, computed with wB97M-V/def2-TZVPD.

As for the expectation value of S²: 2.02. As for the multiplicity: 3. The HOMO energy (spin up / spin down) is -5.9 / -9.4 eV. The LUMO energy (spin up / spin down) comes out at -0.4 / -1.8 eV.

The geometry in XYZ format:
```
18
Properties=species:S:1:pos:R:3:forces:R:3
I 0.4538 -2.9932 2.0913 0.028 0.025 -0.244
I 2.5900 1.9594 -0.7869 0.668 -0.765 -0.121
O 3.2352 -2.3261 1.3087 0.969 -0.469 -0.173
N -0.0772 0.8697 0.6596 -1.523 0.956 0.701
C 0.2981 -0.1611 -0.0863 1.725 -2.880 -0.620
C 2.7344 -0.0438 -0.1548 -1.378 0.403 0.573
C -1.4235 1.3534 0.3495 1.531 2.763 -1.430
C 1.6881 -0.7952 0.2663 0.200 1.612 -1.887
C -1.9168 0.3264 -0.6882 -0.159 2.405 -2.069
C 2.1393 -2.0207 1.0525 -1.936 1.043 0.185
C -0.6892 -0.3267 -1.2384 2.368 1.670 0.969
H -2.4146 0.7294 -1.6202 0.036 0.204 1.463
H -1.1732 2.4495 -0.1362 -1.371 -2.329 1.127
H -0.7554 -1.3264 -1.3541 -0.733 -3.396 -0.915
H 0.3607 1.0270 1.5183 0.414 0.411 1.395
H -0.3797 0.1193 -2.2141 0.028 -0.075 0.671
H -2.6104 -0.2756 -0.2099 -1.083 -1.708 0.787
H -2.0598 1.4347 1.2428 0.217 0.131 -0.413
```
Forces are in eV/Å.



E_tot (computed, eV): -30729.0690; -25200.3367; -27105.5491
Max |F| (computed, eV/Å): 3.7; 8.0; 3.6